--- 1 ---
Entry from OMol25: an isolated molecule of C12H12O2S (ωB97M-V/def2-TZVPD).

Last column: Löwdin charge in e.
Geometry (Å):
O -2.18760 2.08209 2.72816  0.11
C -1.91078 1.72214 1.61867  -0.39
C -2.56875 0.54832 1.00577  0.04
C -1.96216 -0.12830 0.00964  0.03
C -0.67186 0.34556 -0.54599  -0.53
O -1.01608 0.87380 -1.80693  0.02
C 0.30922 -0.80943 -0.60932  -0.22
C 0.48006 -1.57998 0.56356  -0.06
C 1.41404 -2.52949 0.67341  -0.11
C 2.13261 -2.89674 -0.43996  -0.08
C 2.00511 -2.11786 -1.57619  -0.09
C 1.12794 -1.07730 -1.69137  -0.06
C 0.10632 1.36158 0.36375  -0.54
S 1.71409 1.72702 -0.44786  0.86
C -0.84448 2.45603 0.83655  -0.09
H -3.51219 0.42046 1.43358  0.10
H -2.33642 -1.03260 -0.44058  0.14
H -0.43027 1.63574 -1.82738  0.07
H -0.24258 -1.27499 1.42234  0.16
H 1.63296 -2.92638 1.65496  0.11
H 2.94110 -3.70688 -0.31411  0.14
H 2.50701 -2.44378 -2.43120  0.09
H 1.06092 -0.52988 -2.62949  0.12
H 0.49614 0.80456 1.23025  0.10
H 1.32216 2.97255 -0.23762  -0.13
H -1.20911 2.89363 0.00559  0.09
H -0.35740 3.21013 1.45177  0.13

Output
SMILES = O=C1C=C[C@](O)(c2ccccc2)[C@@H](S)C1
Charge = 0
HOMO-LUMO gap = 9.586 eV

---

--- 2 ---
Entry from OMol25: an isolated molecule of C12H12O2S (ωB97M-V/def2-TZVPD).

Last column: Löwdin charge in e.
Geometry (Å):
C -3.61957 -1.28959 0.30286  -0.07
C -2.67691 -0.22196 0.19352  -0.36
C -2.93058 1.05314 -0.20722  -0.02
C -1.66779 1.88274 -0.20966  -0.02
C -0.75099 1.06268 0.42044  -0.14
C -1.24116 -0.32715 0.50650  -0.27
S -0.06672 -1.38977 -0.67081  0.80
O -0.73305 -1.29086 -1.96238  -0.31
O 0.17258 -2.68133 -0.03555  -0.34
C 1.49286 -0.45249 -0.47261  -0.27
C 2.31295 -1.00468 0.54030  -0.07
C 3.44016 -0.34320 0.88347  -0.10
C 3.74380 0.85187 0.33329  -0.08
C 3.06653 1.33356 -0.80008  -0.05
C 1.88750 0.70202 -1.19421  -0.05
H -4.55988 -1.19819 -0.37497  0.11
H -4.12698 -1.02991 1.28677  0.10
H -3.25005 -2.36457 0.32154  0.11
H -3.95830 1.39789 -0.46409  0.12
H -1.43919 2.86696 -0.60759  0.10
H 0.33016 1.31668 0.65270  0.12
H -0.96544 -0.64490 1.52246  0.15
H 2.23715 -1.96036 0.90394  0.09
H 4.11681 -0.82812 1.62541  0.13
H 4.54405 1.47817 0.75819  0.12
H 3.41199 2.23374 -1.26275  0.10
H 1.23006 0.84763 -1.98948  0.10

Output
SMILES = CC1=CC=C[C@@H]1S(=O)(=O)c1ccccc1
Charge = 0
HOMO-LUMO gap = 8.293 eV

---

1 wins, 159.3 kJ/mol ahead of the next structure.

---

--- 1 ---
Entry from OMol25: C2H3IS as an isolated structure (ωB97M-V/def2-TZVPD).

Last column: Löwdin charge in e.
Geometry (Å):
C 0.03726 -0.61083 0.48704  -0.85
C -0.09494 0.75837 0.13846  -0.23
S 0.05166 -1.66253 1.69246  0.77
I 0.35970 -1.81167 -2.12199  0.01
H 0.77628 0.97353 -0.40786  0.05
H -0.35531 1.32228 1.03352  0.09
H -0.77464 1.03085 -0.82162  0.15

Output
Charge = 0
HOMO-LUMO gap (spin up / spin down) = 6.965 / 6.962 eV

---

--- 2 ---
Entry from OMol25: an isolated molecule of C2H3IS (ωB97M-V/def2-TZVPD).

Last column: Löwdin charge in e.
Geometry (Å):
C 0.09976 0.09761 0.25374  -0.25
C 0.13928 0.18673 1.72219  -1.30
S 0.92051 1.33434 2.47796  0.68
I -0.57524 -1.59752 2.82024  0.66
H 0.92412 -0.39620 -0.18284  0.07
H 0.14097 1.15520 0.04197  0.05
H -0.92105 -0.25372 -0.01974  0.08

Output
SMILES = CC(=S)I
Charge = 0
HOMO-LUMO gap = 8.306 eV

---

--- 3 ---
Entry from OMol25: an isolated molecule of C2H3IS (ωB97M-V/def2-TZVPD).

Last column: Löwdin charge in e.
Geometry (Å):
C 0.62774 -0.30095 0.07369  -0.30
C -0.62974 0.46123 -0.07193  -1.35
S -0.63768 2.09414 -0.38787  0.61
I -2.27749 -0.81985 0.11514  0.81
H 0.63307 -1.33580 -0.23664  0.04
H 1.06606 -0.33118 1.15689  0.13
H 1.21804 0.23239 -0.64928  0.05

Output
SMILES = CC(=S)I
Charge = 0
HOMO-LUMO gap = 8.270 eV

---

2 wins, 8.4 kJ/mol ahead of the next structure.

---

--- 1 ---
Entry from OMol25: a 2-piece molecular cluster, C2H3IN2 overall (ωB97M-V/def2-TZVPD).

Last column: Löwdin charge in e.
Geometry (Å):
C 1.41866 -1.18322 -0.34145  -0.07
C -2.06181 0.75975 0.50365  -0.63
N 0.99566 -0.15286 -0.85889  -0.22
N 0.52350 0.84303 -1.04692  0.19
I -1.31753 1.59456 2.19908  0.66
H 1.29190 -2.03241 -0.90766  0.03
H 1.76928 -1.24029 0.72656  0.10
H -2.61967 1.41144 -0.27438  -0.08

Output
Charge = 0
HOMO-LUMO gap (spin up / spin down) = 7.502 / 7.604 eV

---

--- 2 ---
Entry from OMol25: an isolated molecule of C2H3IN2 (ωB97M-V/def2-TZVPD).

Last column: Löwdin charge in e.
Geometry (Å):
C -1.13630 -1.14497 0.29484  -0.03
N -0.94988 0.13698 0.35443  -0.17
N -0.37736 1.15171 0.00277  -0.06
C 1.16224 1.24216 -0.59518  -0.60
I 2.30424 -0.44077 -0.26531  0.74
H -1.73309 -1.46014 1.18029  0.08
H -0.82979 -1.69424 -0.60290  0.06
H 1.55993 2.20927 -0.36893  -0.04

Output
SMILES = C=N/N=C\I
Charge = 0
HOMO-LUMO gap (spin up / spin down) = 7.339 / 7.751 eV

---

--- 3 ---
Entry from OMol25: a 2-piece molecular cluster, C2H3IN2 overall (ωB97M-V/def2-TZVPD).

Last column: Löwdin charge in e.
Geometry (Å):
C 1.15168 0.17630 -0.19780  -0.16
C -2.68880 -0.04666 -0.09964  -0.78
N 0.16459 -0.55989 -0.30422  0.11
N -1.83355 0.82366 -0.10340  0.04
I -4.91535 0.16231 -0.11923  0.59
H 1.97990 -0.37133 0.19226  0.06
H 1.01771 1.31264 -0.06214  0.11
H -2.36483 -1.07821 0.17569  0.04

Output
Charge = 0
HOMO-LUMO gap (spin up / spin down) = 5.956 / 5.955 eV

---

2 wins, 36.0 kJ/mol ahead of the next structure.

---

--- 1 ---
Entry from OMol25: a 2-piece molecular cluster, CHF2IO overall (ωB97M-V/def2-TZVPD).

Last column: Löwdin charge in e.
Geometry (Å):
O -0.13744 -0.38870 0.82467  0.05
C -0.37465 -0.90350 -0.23731  -0.61
F 0.37830 -1.75989 -0.91517  0.17
F -1.46731 -0.86783 -0.90578  0.21
I 0.91483 2.36918 -0.05197  0.50
H 0.68626 1.55073 1.28556  -0.32

Output
SMILES = O=C(F)F.I
Charge = 0
HOMO-LUMO gap = 10.564 eV

---

--- 2 ---
Entry from OMol25: CHF2IO as an isolated structure (ωB97M-V/def2-TZVPD).

Last column: Löwdin charge in e.
Geometry (Å):
C -0.33668 -0.21278 -0.06336  -0.84
O -0.35133 0.82193 -0.79515  0.17
F -0.66432 -1.35531 -0.43927  0.20
F -0.74574 -0.17082 1.18437  0.13
I 2.30860 -0.70908 0.34734  0.16
H -0.21053 1.62606 -0.23392  0.18

Output
Charge = 0
HOMO-LUMO gap = 8.213 eV

---

1 wins, 110.2 kJ/mol ahead of the next structure.

---

--- 1 ---
Entry from OMol25: an isolated molecule of C7H9N3O2 (ωB97M-V/def2-TZVPD).

Last column: Löwdin charge in e.
Geometry (Å):
C -2.74727 1.70025 3.20669  -0.37
C -0.98293 2.06292 0.75469  -0.03
C -1.79329 -0.23153 2.07333  -0.54
C -0.37978 0.81726 0.30409  -0.47
C 1.13826 0.98886 0.57026  0.02
C -0.66671 0.76541 -1.21500  0.01
C -0.48202 -1.65959 0.60504  -0.03
N -3.19717 2.37519 4.02576  0.12
N -2.24785 1.02688 2.22976  0.11
N -0.90827 -0.33620 0.99707  -0.06
O -1.09278 3.20708 0.68015  0.28
O -2.11898 -1.19918 2.72371  0.08
H 1.68244 0.21488 0.03602  0.09
H 1.34074 0.89717 1.63560  0.11
H 1.48624 1.95983 0.22468  0.10
H -0.28186 1.65777 -1.70378  0.10
H -1.73681 0.69161 -1.39792  0.11
H -0.17796 -0.10807 -1.64029  0.09
H -0.93828 -1.96807 -0.34136  0.09
H 0.60455 -1.72884 0.53191  0.09
H -0.82327 -2.33631 1.39017  0.09

Output
Charge = 0
HOMO-LUMO gap = 8.756 eV

---

--- 2 ---
Entry from OMol25: a 2-piece molecular cluster, C7H9N3O2 overall (ωB97M-V/def2-TZVPD).

Last column: Löwdin charge in e.
Geometry (Å):
C -2.25829 1.52813 -0.32211  -0.05
C -1.44842 0.53213 0.63729  -0.15
C -0.50781 -0.30218 -0.18055  -0.18
C -0.96902 -1.58678 -0.73853  0.01
C 0.78437 0.08523 -0.37631  -0.18
C 1.63740 -0.65034 -1.25980  -0.20
N 2.28508 -1.18491 -2.05405  0.19
N 1.42922 1.24854 0.07324  -0.34
O 2.65335 1.21189 -0.04656  0.06
O 0.79558 2.11383 0.64284  0.09
H -1.63352 2.14327 -1.03308  0.09
H -2.69215 0.94609 -1.13984  0.06
H -2.94948 2.12235 0.27256  0.07
H -0.93812 1.00173 1.44856  0.10
H -2.22023 0.00850 1.04261  0.08
H -0.09087 -1.91163 -1.31236  0.07
H -1.70910 -1.34837 -1.47693  0.10
H -1.13623 -2.24337 0.07673  0.10
C 3.03304 -1.18143 1.90530  -0.03
N 1.89168 -1.23038 2.06790  0.09
H 4.04352 -1.30229 1.77308  0.04

Output
SMILES = CC/C(C)=C(/C#N)[N+](=O)[O-].C#N
Charge = 0
HOMO-LUMO gap = 9.514 eV

---

1 wins, 333.5 kJ/mol ahead of the next structure.

---

--- 1 ---
Entry from OMol25: a 2-piece molecular cluster, C8H12N4 overall (ωB97M-V/def2-TZVPD).

Last column: Löwdin charge in e.
Geometry (Å):
C 1.75992 -0.31952 -2.39461  -0.05
C 2.16269 0.58802 -1.29031  -0.36
C 3.39332 0.75430 -0.73695  -0.09
N 3.25932 1.72339 0.21248  0.04
C 1.96245 2.10066 0.20458  -0.22
N 1.27013 1.45943 -0.69349  0.10
H 2.56897 -1.00123 -2.63824  0.07
H 1.48919 0.21785 -3.29898  0.07
H 0.87787 -0.91885 -2.14873  0.07
H 4.31084 0.19863 -0.83922  0.11
H 3.99804 1.90878 0.86747  0.14
H 1.51903 2.82749 0.86835  0.11
C -1.24156 -1.01047 2.52396  -0.05
C -2.09821 -0.86912 1.30573  -0.36
C -3.43373 -1.04719 1.09128  -0.08
N -3.65777 -0.72403 -0.22556  0.04
C -2.46609 -0.34856 -0.74030  -0.21
N -1.51376 -0.44105 0.14140  0.09
H -1.48289 -0.25048 3.26784  0.07
H -0.21606 -0.84107 2.19331  0.07
H -1.30991 -1.97134 3.02703  0.07
H -4.25638 -1.32542 1.72647  0.11
H -4.56315 -0.60083 -0.64249  0.14
H -2.33225 -0.10940 -1.78103  0.11

Output
SMILES = Cc1c[nH]cn1.Cc1c[nH]cn1
Charge = 0
HOMO-LUMO gap = 9.313 eV

---

--- 2 ---
Entry from OMol25: a 2-piece molecular cluster, C8H12N4 overall (ωB97M-V/def2-TZVPD).

Last column: Löwdin charge in e.
Geometry (Å):
C -0.36152 3.27615 0.97719  -0.04
C -1.19599 2.18785 0.30237  -0.36
C -1.34812 1.86776 -0.99559  -0.03
N -2.65493 1.16801 -1.07613  0.06
C -3.11864 1.09917 0.27572  -0.20
N -2.25313 1.63983 1.03100  0.05
H 0.49707 3.65123 0.34350  0.09
H 0.11123 2.75742 1.80148  0.06
H -1.00124 4.08557 1.35972  0.08
H -0.87434 2.09176 -1.88277  0.08
H -2.87209 0.69241 -1.89514  0.09
H -4.12884 0.74714 0.60154  0.13
C 3.41196 -2.44406 0.18313  -0.08
C 1.96145 -2.17887 0.04851  -0.38
C 1.13009 -2.46104 -0.96302  -0.08
N -0.16324 -2.03294 -0.58564  0.06
C 0.05760 -1.24205 0.62770  -0.15
N 1.27240 -1.46346 1.05134  0.07
H 4.16637 -1.87818 -0.54918  0.11
H 3.66583 -3.54479 -0.06777  0.09
H 3.86727 -2.39083 1.17506  0.06
H 1.30444 -3.03693 -1.83134  0.10
H -0.84348 -1.86937 -1.24624  0.08
H -0.63015 -0.72179 1.31454  0.11

Output
SMILES = Cc1c[nH]cn1.Cc1c[nH]cn1
Charge = 0
HOMO-LUMO gap = 9.181 eV

---

--- 3 ---
Entry from OMol25: a 2-piece molecular cluster, C8H12N4 overall (ωB97M-V/def2-TZVPD).

Last column: Löwdin charge in e.
Geometry (Å):
C -4.52437 0.26081 4.03145  -0.04
C -5.16016 1.66562 4.12458  -0.38
C -6.28998 1.98927 4.77244  -0.13
N -6.43004 3.31401 4.74677  0.05
C -5.30230 3.77180 4.11430  -0.20
N -4.56496 2.77940 3.67945  0.09
H -3.62049 0.32114 3.40220  0.07
H -5.21326 -0.47759 3.58780  0.07
H -4.23143 -0.09009 5.03528  0.07
H -7.02266 1.34240 5.25496  0.12
H -7.22657 3.85289 5.09561  0.16
H -5.15188 4.83753 3.94198  0.12
C -3.64893 5.69694 -3.88365  -0.07
C -2.89637 4.53119 -3.54202  -0.43
C -3.04151 3.65447 -2.50514  -0.04
N -1.97544 2.73743 -2.70707  0.03
C -1.43407 3.00832 -3.85156  -0.23
N -1.95433 4.10798 -4.45961  0.10
H -3.36303 6.58048 -3.28848  0.08
H -4.70989 5.46845 -3.68681  0.08
H -3.53418 5.94105 -4.95316  0.08
H -3.80569 3.69071 -1.72873  0.11
H -1.80550 2.04039 -1.97783  0.16
H -0.56182 2.44057 -4.17549  0.12

Output
SMILES = Cc1c[nH]cn1.Cc1c[nH]cn1
Charge = 0
HOMO-LUMO gap = 9.181 eV

---

1 wins, 56.0 kJ/mol ahead of the next structure.